Record 1
18
Properties=species:S:1:pos:R:3:forces:R:3 method="wB97M-V/def2-TZVPD" total_energy_ha=-326.98059 de_lowest_kj_mol=395.8 e_lumo_ev=-0.05 homo_energy_ha=-0.3357 orbital_gap_ha=0.3338
C -1.181 2.154 0.260 -0.39 1.13 -0.05
C -0.719 0.729 0.279 -0.35 -1.09 0.68
C 0.034 0.304 -1.005 -1.24 2.38 -0.01
C 0.573 -1.067 -0.958 3.83 0.63 -0.31
C 1.666 -1.389 0.000 -2.90 -2.22 3.76
O 1.887 -0.798 1.075 0.67 0.57 -1.02
N -1.927 -0.207 0.369 1.87 -0.07 0.46
H -1.922 2.332 -0.520 0.26 -0.06 -0.38
H -0.379 2.899 0.202 0.13 -0.33 -0.39
H -1.716 2.489 1.148 -0.01 -0.61 0.43
H -0.040 0.566 1.142 -0.34 0.06 -0.52
H -0.680 0.467 -1.830 0.22 -0.40 0.09
H 0.780 1.113 -1.164 0.07 -0.81 0.01
H 0.507 -1.794 -1.757 -0.40 0.04 -0.14
H 1.956 -0.856 -1.078 -0.83 0.18 -1.53
H 1.872 -2.490 0.008 0.67 0.50 -0.84
H -1.965 -0.493 1.349 -0.53 0.45 0.08
H -1.471 -1.053 0.021 -0.73 -0.35 -0.32



Record 2
18
Properties=species:S:1:pos:R:3:forces:R:3 method="wB97M-V/def2-TZVPD" total_energy_ha=-327.10804 de_lowest_kj_mol=61.2 e_lumo_ev=0.91 homo_energy_ha=-0.3449 orbital_gap_ha=0.3781
C 1.398 1.103 1.318 -0.03 0.02 0.04
C 0.710 -0.223 1.617 -0.23 0.07 0.29
C -0.763 -0.252 1.183 -0.38 0.24 -0.82
N -1.090 0.099 -0.278 0.46 -0.52 0.29
C -0.273 -0.414 -1.246 0.34 -0.37 0.00
O 0.802 -0.914 -0.958 -0.06 -0.17 -0.34
C -0.696 -0.466 -2.714 -0.03 0.11 0.04
H 2.310 1.232 1.910 -0.14 -0.03 -0.08
H 1.668 1.172 0.258 -0.08 -0.07 0.20
H 0.717 1.930 1.547 0.17 0.01 0.01
H 1.302 -1.073 1.260 -0.37 0.31 0.01
H 0.547 -0.371 2.698 0.55 0.20 -0.02
H -1.125 -1.257 1.479 -0.25 0.45 -0.64
H -1.253 0.483 1.838 -0.21 -0.13 -0.51
H -1.947 0.531 -0.638 0.43 -0.39 1.01
H 0.228 -0.447 -3.300 -0.22 0.08 0.12
H -1.374 0.311 -3.076 0.02 -0.01 0.25
H -1.161 -1.443 -2.899 0.02 0.21 0.14



Record 3
18
Properties=species:S:1:pos:R:3:forces:R:3 method="wB97M-V/def2-TZVPD" total_energy_ha=-327.05852 de_lowest_kj_mol=191.2 e_lumo_ev=0.97 homo_energy_ha=-0.3359 orbital_gap_ha=0.3716
C 0.495 -1.193 -1.712 0.83 -0.60 -1.38
N 0.999 -0.034 -1.028 -0.38 -0.04 1.15
C 0.359 0.302 0.302 0.42 -1.30 -1.67
C -1.130 0.032 0.283 -1.83 0.31 1.84
C -1.591 -0.553 1.676 1.54 0.24 -1.59
O -2.355 -1.464 1.769 -0.58 -0.14 0.33
C 0.829 1.718 0.484 -1.15 0.79 1.36
H 0.388 -2.124 -1.141 -0.30 0.15 0.27
H -0.408 -0.965 -2.286 -0.01 -0.13 0.34
H 1.258 -1.429 -2.477 -0.37 0.01 0.16
H 1.964 -0.213 -0.774 0.10 0.11 -0.32
H 0.753 -0.452 1.033 0.11 0.90 -0.04
H -1.529 -0.682 -0.431 0.43 -0.06 -0.20
H -1.771 0.923 0.183 0.44 0.12 -0.24
H -1.010 -0.166 2.540 -0.34 0.12 0.17
H 0.333 2.262 1.307 0.48 -0.54 0.35
H 0.513 2.348 -0.347 0.42 -0.41 -0.47
H 1.903 1.691 0.622 0.17 0.47 -0.05



Record 4
18
Properties=species:S:1:pos:R:3:forces:R:3 method="wB97M-V/def2-TZVPD" total_energy_ha=-326.97023 de_lowest_kj_mol=423.0 e_lumo_ev=0.85 homo_energy_ha=-0.2909 orbital_gap_ha=0.3220
C -0.876 -1.128 -0.787 -0.01 -0.05 -0.03
C -0.676 0.293 -0.279 -0.07 -0.01 0.01
C -1.539 0.621 0.933 -0.03 -0.01 0.05
N 0.764 0.481 0.044 0.11 0.19 -0.07
C 1.542 -0.405 1.137 -0.05 -0.48 0.03
C 1.623 0.773 -1.047 -0.05 0.03 -0.30
O 1.256 0.820 -2.191 0.14 -0.03 0.51
H -0.527 -1.849 -0.040 -0.07 0.09 -0.09
H -1.936 -1.314 -0.980 0.12 0.04 0.02
H -0.322 -1.286 -1.716 -0.09 0.01 0.13
H -0.893 1.003 -1.083 0.03 -0.09 0.10
H -1.345 1.632 1.305 0.00 -0.13 -0.06
H -2.594 0.564 0.650 0.15 0.00 0.02
H -1.374 -0.090 1.748 -0.01 0.09 -0.11
H 0.752 -0.642 1.854 0.12 0.05 -0.08
H 1.870 -1.318 0.632 -0.01 0.14 0.08
H 1.206 1.012 0.901 -0.16 0.18 -0.17
H 2.659 0.933 -0.706 -0.13 -0.01 -0.03



Record 5
18
Properties=species:S:1:pos:R:3:forces:R:3 method="wB97M-V/def2-TZVPD" total_energy_ha=-327.09901 de_lowest_kj_mol=84.9 e_lumo_ev=0.93 homo_energy_ha=-0.3563 orbital_gap_ha=0.3904
C -1.941 -0.612 -1.219 0.19 0.11 0.07
C -1.363 0.267 -0.043 0.00 0.04 -0.07
C 0.224 0.412 0.043 -0.78 -0.43 -0.67
C 0.956 1.486 0.952 -0.09 0.33 0.19
N 0.687 -0.958 0.313 0.93 0.46 0.32
C 2.029 -1.153 0.129 0.04 -0.11 -0.02
O 2.747 -0.396 -0.503 -0.39 -0.62 0.40
H -1.680 -0.238 -2.218 0.18 0.06 0.30
H -1.657 -1.675 -1.192 0.20 0.41 0.20
H -3.048 -0.616 -1.196 0.49 0.20 0.25
H -1.842 1.247 -0.147 0.27 -0.01 0.17
H -1.782 -0.190 0.872 0.40 0.36 -0.02
H 0.536 0.610 -0.996 0.02 0.07 0.38
H 0.805 2.515 0.579 -0.43 -0.50 0.09
H 0.663 1.461 2.014 -0.39 -0.10 -0.37
H 2.077 1.449 1.012 -1.05 -0.74 -0.62
H 0.176 -1.548 0.975 0.45 0.46 -0.38
H 2.414 -2.064 0.625 -0.03 0.00 -0.21



Record 6
18
Properties=species:S:1:pos:R:3:forces:R:3 method="wB97M-V/def2-TZVPD" total_energy_ha=-327.06768 de_lowest_kj_mol=167.1 e_lumo_ev=0.86 homo_energy_ha=-0.2991 orbital_gap_ha=0.3305
N -1.930 -0.045 1.190 0.31 0.18 -0.58
C -1.571 -0.287 -0.136 0.61 -0.29 0.03
C -2.343 -0.029 -1.186 -0.60 0.13 -0.31
C 2.138 -1.349 0.379 -0.26 0.45 -0.22
C 0.807 -0.651 0.494 0.36 -0.33 -0.81
C -0.221 -0.891 -0.322 -0.41 0.72 0.43
H -1.461 -0.663 1.830 -0.36 -0.03 0.27
H -2.913 0.121 1.323 0.04 -0.11 0.31
H -3.360 0.328 -1.069 0.07 0.10 0.04
H -1.996 -0.151 -2.203 0.11 -0.12 0.10
H 2.215 -1.881 -0.566 -0.11 -0.29 0.00
H 2.959 -0.634 0.376 0.11 0.08 0.23
H 2.277 -2.036 1.211 0.13 -0.07 0.01
H 0.730 0.155 1.205 -0.21 -0.06 0.54
H -0.150 -1.532 -1.185 0.24 -0.31 -0.02
H 1.854 1.740 -0.482 -0.08 0.00 -0.03
H 3.025 2.666 -0.163 0.03 0.01 0.01
O 2.150 2.654 -0.560 0.00 -0.04 0.01



Record 7
18
Properties=species:S:1:pos:R:3:forces:R:3 method="wB97M-V/def2-TZVPD" total_energy_ha=-327.12308 de_lowest_kj_mol=21.7 e_lumo_ev=0.90 homo_energy_ha=-0.3571 orbital_gap_ha=0.3901
C -1.719 -0.560 -1.153 -0.02 -0.02 -0.06
C -1.262 0.383 -0.044 -0.03 0.03 0.04
C 0.258 0.468 0.089 -0.01 0.13 -0.10
C 0.689 1.481 1.152 0.01 0.04 0.02
N 0.819 -0.841 0.379 0.07 -0.13 0.22
C 1.867 -1.381 -0.281 0.25 0.08 -0.70
O 2.335 -0.965 -1.331 -0.20 -0.16 0.80
H -1.314 -0.247 -2.122 -0.06 -0.04 0.13
H -1.377 -1.584 -0.970 -0.06 0.16 -0.03
H -2.810 -0.574 -1.228 0.14 -0.01 -0.01
H -1.642 1.395 -0.228 0.03 -0.13 0.02
H -1.686 0.066 0.921 0.06 0.06 -0.13
H 0.696 0.750 -0.874 -0.11 0.01 0.08
H 0.318 2.481 0.902 0.04 -0.14 0.03
H 0.293 1.213 2.140 0.04 0.01 -0.17
H 1.781 1.528 1.223 -0.17 -0.02 -0.03
H 0.480 -1.341 1.187 0.10 0.12 0.06
H 2.274 -2.271 0.237 -0.10 0.02 -0.17



Record 8
18
Properties=species:S:1:pos:R:3:forces:R:3 method="wB97M-V/def2-TZVPD" total_energy_ha=-326.98650 de_lowest_kj_mol=380.3 e_lumo_ev=0.94 homo_energy_ha=-0.3182 orbital_gap_ha=0.3526
C 0.590 -0.319 -2.518 -0.73 -0.29 0.99
C 1.034 -0.253 -0.953 -3.07 0.87 0.32
C -0.140 0.512 -0.129 0.41 -1.47 -1.45
C -1.299 1.034 -0.562 1.98 -0.87 0.24
C 0.946 1.765 1.397 -2.03 -3.13 1.36
N 0.212 0.692 1.222 2.19 3.43 -0.42
H 0.262 -1.322 -2.998 1.01 1.46 1.18
H -0.368 0.301 -2.496 1.58 -0.64 -0.66
H 1.385 0.189 -3.123 -0.89 -0.61 0.36
H 1.771 0.560 -0.819 0.27 -0.78 -0.23
H 1.247 -1.122 -0.285 0.31 0.29 -1.27
H -1.860 0.682 -1.372 -0.27 -0.17 -1.45
H -1.582 1.928 -0.120 -1.33 1.04 1.46
H 1.127 2.019 2.405 0.46 0.20 1.23
H 1.379 2.431 0.710 0.08 0.59 -1.61
H -0.795 -2.039 2.045 0.70 1.91 2.16
H -1.718 -3.317 1.944 -0.20 0.04 0.80
O -1.140 -2.699 1.518 -0.47 -1.87 -3.00



Record 9
18
Properties=species:S:1:pos:R:3:forces:R:3 method="wB97M-V/def2-TZVPD" total_energy_ha=-326.72487 de_lowest_kj_mol=260.5 e_lumo_ev="-3.20 / -8.14" homo_energy_ha="-0.5136 / -0.5125" multiplicity=2 orbital_gap_ha="0.3961 / 0.2135" charge=+1
C -0.232 0.758 -0.975 -0.31 0.44 -0.03
C 0.854 -0.346 -1.129 -1.78 -1.04 -0.01
C 0.580 -1.503 -0.189 2.02 -0.08 0.43
C 0.656 -2.781 -0.585 0.19 1.66 -0.10
N -0.167 1.560 0.240 0.67 -2.16 -0.31
C -1.214 1.461 1.176 -1.13 1.12 2.47
O -0.949 1.928 2.479 0.84 0.18 -0.90
H -1.219 0.289 -0.983 0.10 0.00 -0.05
H -0.228 1.429 -1.840 0.32 0.21 0.03
H 0.607 -0.724 -2.128 0.62 0.25 -0.11
H 1.900 -0.075 -1.028 -0.04 0.60 -0.21
H 0.897 -1.270 0.834 -0.91 -0.20 0.22
H 0.796 -3.560 0.147 -0.21 -0.32 -0.26
H 0.780 -2.899 -1.658 -0.42 -0.80 0.13
H 0.775 1.647 0.620 0.04 0.69 -0.01
H -2.048 2.091 0.835 -0.11 -0.11 -0.32
H -1.656 0.467 1.367 0.41 -0.43 -1.16
H -0.133 1.527 2.816 -0.31 0.01 0.18



Record 10
18
Properties=species:S:1:pos:R:3:forces:R:3 method="wB97M-V/def2-TZVPD" total_energy_ha=-326.74164 de_lowest_kj_mol=216.5 e_lumo_ev="-4.63 / -7.15" homo_energy_ha="-0.5085 / -0.5456" multiplicity=2 orbital_gap_ha="0.3383 / 0.2830" charge=+1
C 0.632 2.218 -0.625 0.10 0.12 -0.33
N 0.258 0.899 -1.232 -3.71 1.68 1.03
C -0.509 0.120 -0.420 1.87 -2.75 -0.70
C -0.278 -0.109 0.919 -0.39 0.09 1.99
C -0.746 -1.245 1.677 0.03 3.69 -1.13
C -0.301 -1.217 2.965 -0.42 -2.23 1.17
H 1.242 1.961 0.227 0.57 0.59 -0.05
H -0.224 2.806 -0.288 -0.37 -0.57 0.18
H 1.060 2.907 -1.361 0.65 -0.76 0.14
H -0.358 1.056 -2.036 1.07 -0.30 -0.82
H -0.997 -0.776 -0.852 -0.24 1.12 -0.61
H 0.296 0.578 1.529 0.24 0.14 -0.29
H -1.579 -1.770 1.224 0.60 -1.22 0.31
H -0.325 -2.144 3.540 -0.46 0.15 0.03
H 0.068 -0.403 3.583 0.43 0.31 -0.92
H 0.993 -1.269 -2.369 0.01 -0.13 -0.63
H 0.190 -2.252 -3.233 0.33 0.56 -0.20
O 0.581 -1.357 -3.247 -0.31 -0.48 0.82



Record 11
19
Properties=species:S:1:pos:R:3:forces:R:3 method="wB97M-V/def2-TZVPD" total_energy_ha=-402.36261 de_lowest_kj_mol=40.8 e_lumo_ev=0.73 homo_energy_ha=-0.3571 orbital_gap_ha=0.3840
C 1.136 -0.398 -0.407 -1.07 -0.25 0.30
C -0.983 0.200 1.554 -0.06 1.40 -0.08
C 1.005 -0.729 -1.892 0.34 -0.03 0.35
C -2.179 -0.265 0.721 0.21 -0.07 0.24
N 0.688 0.945 -0.145 -0.13 0.32 0.13
C -0.228 1.364 0.795 0.38 -1.68 0.13
O 2.427 -0.616 0.090 0.30 -0.34 0.24
O -0.437 2.542 0.957 -0.37 0.08 0.33
H 3.083 -0.179 -0.462 -0.03 0.05 -0.13
H 1.226 1.698 -0.553 -0.16 0.04 -0.08
H 0.460 -1.043 0.204 0.76 0.26 -0.74
H -1.343 0.660 2.474 -0.05 0.12 -0.03
H -0.358 -0.632 1.880 0.19 0.16 -0.28
H 1.630 -0.055 -2.487 -0.03 -0.01 0.01
H 1.330 -1.752 -2.067 0.03 -0.05 -0.06
H -0.023 -0.619 -2.215 -0.15 0.05 -0.05
H -2.779 -0.982 1.286 0.02 0.02 -0.10
H -2.802 0.588 0.473 -0.12 0.07 -0.06
H -1.852 -0.730 -0.206 -0.05 -0.11 -0.12



Record 12
19
Properties=species:S:1:pos:R:3:forces:R:3 method="wB97M-V/def2-TZVPD" total_energy_ha=-402.32661 de_lowest_kj_mol=135.3 e_lumo_ev=0.83 homo_energy_ha=-0.3472 orbital_gap_ha=0.3777
C -1.106 2.062 -0.646 -0.03 -0.13 0.34
O -1.263 1.721 0.738 -0.09 0.10 -0.04
C 0.345 2.016 -0.996 0.05 -0.14 0.06
C 0.873 1.099 -1.790 -0.15 0.20 0.02
H -1.480 3.075 -0.825 -0.06 0.00 -0.04
H -1.683 1.366 -1.264 0.08 0.01 -0.11
H -2.154 1.968 1.012 0.11 -0.02 -0.03
H 0.972 2.764 -0.525 -0.01 0.15 -0.15
H 1.904 1.148 -2.112 0.08 -0.19 0.19
H 0.267 0.267 -2.128 0.01 0.09 -0.32
C -0.191 -1.709 0.025 0.00 -0.14 -0.10
C 0.845 -1.590 1.118 0.00 0.00 0.08
N 0.849 -2.618 2.027 -0.12 -0.03 0.15
O 1.657 -0.693 1.172 0.02 -0.03 -0.09
H -0.925 -2.487 0.232 -0.03 0.02 -0.02
H 0.318 -1.959 -0.907 0.04 -0.03 0.03
H -0.689 -0.755 -0.124 0.00 0.08 0.16
H 1.436 -2.493 2.836 0.04 0.03 -0.04
H 0.026 -3.183 2.157 0.07 0.03 -0.10